Formula: C33H47B2F7N2O29P
Source: OMol25
Level of theory: ωB97M-V/def2-TZVPD

M (g mol⁻¹): 1121.3
E_tot (eV): -127009.2970
F_max (eV Å⁻¹): 2.853

ORCA input file:
```
! wB97M-V def2-TZVPD RIJCOSX def2/J DEFGRID3
* xyz -1 1
P -0.8314 -1.7194 0.0097
F 8.7277 1.2643 1.2975
F 5.9290 -6.2032 5.3643
F -1.5088 2.7889 -5.2409
F -6.9011 -1.7942 5.1808
F -3.9767 5.6993 1.4757
F -3.3951 -3.4885 -7.1470
F 2.0468 5.2489 1.9519
O -6.8184 -2.4703 7.3372
O 7.4556 -5.1629 2.4499
O 7.8937 -0.8651 -1.2736
O 6.8051 -3.0112 2.4109
O 1.5422 4.9874 -0.2433
O -1.3833 1.7240 -9.5506
O -0.8214 -3.3855 -3.5277
O -2.8767 -0.1028 4.2481
O -1.6482 -1.5361 3.1966
O -3.1319 1.9769 -8.1601
O 5.7070 -1.1560 -0.8552
O -2.0734 -1.7739 -1.1788
O -4.6112 -2.4391 7.6810
O -1.0687 2.4388 -7.4329
O -2.4360 -3.3564 -5.1030
O 3.5812 5.1832 -1.1325
O 6.0302 -4.3997 4.0046
O -6.1703 3.6893 3.1988
O 6.9756 0.0341 0.5718
O -0.2990 -3.0736 -5.6883
O -4.7863 2.1089 3.9727
O -3.3867 1.2418 -3.1215
O -4.7285 0.5132 -1.5349
O -5.9659 -3.2871 9.2607
O -4.0369 3.7084 2.5680
O 0.2628 -0.0351 1.4670
O 4.2134 0.5512 1.2629
O 1.7878 5.0596 -2.4831
O 1.4246 1.0734 -0.2242
N 0.6588 -2.0359 -0.8022
N 3.2224 -1.4723 2.2372
C -1.9818 1.1350 -2.6398
C -5.9797 4.8935 2.4463
C -1.8719 0.7676 1.0239
C 7.2558 -6.2232 3.3895
C 3.7397 5.2945 0.2878
C -2.3937 -0.6445 3.0898
C -4.9730 3.0715 3.3018
C -2.4521 -2.8380 -6.4212
C 6.7536 -0.7058 -0.5481
C 8.3779 0.0699 0.7480
C -1.0524 -3.1463 -6.9044
C -3.2423 2.2599 -6.7565
C 2.2944 -1.7321 3.3207
C -4.8245 -1.9945 6.3284
C -0.6689 0.0786 0.4346
C -6.2774 -1.5854 6.3679
C -5.8070 -2.7868 8.2020
C -2.8650 -0.1286 1.7645
C -4.2283 -0.9731 -3.2611
C 2.2546 5.0764 -1.3961
C 2.4622 4.6670 0.7953
C 6.7694 -4.0759 2.9039
C -1.9605 3.0155 -6.4896
C 3.2892 -2.5749 1.3003
C -1.8162 2.0151 -8.4922
C -1.1476 -3.2859 -4.6580
C 8.9034 -0.0623 -0.6627
C 0.1163 0.8752 -0.6637
C -1.6632 2.3448 -1.8103
C -0.3478 2.2384 -1.0350
C -4.7198 4.5826 1.6737
C -4.1512 0.3162 -2.5376
C 5.9647 -5.8089 4.0644
B 1.5549 0.6395 1.2206
B 3.0250 -0.1395 1.6075
H 0.2403 0.2624 -1.5565
H -4.8937 -1.6523 -2.7805
H 2.4977 3.5810 0.9260
H 4.6313 4.7734 0.6232
H -1.9078 0.2099 -2.0974
H -3.2823 1.3267 -6.1943
H -4.6510 -2.8225 5.6418
H 7.1857 -7.1823 2.8840
H -2.4635 1.2677 0.2810
H 8.9616 0.9051 -1.1639
H -2.0235 4.0910 -6.6613
H -1.6172 3.1801 -2.4823
H 1.6591 1.7509 1.8397
H 4.5707 0.0388 0.5350
H -4.5004 -0.7701 -4.2794
H 3.6165 -2.1952 0.3490
H 1.9615 -0.8337 3.7997
H 0.4092 2.7166 -1.6123
H 4.0696 -3.2549 1.6335
H -3.2307 -0.9146 1.1365
H -3.6999 0.5070 1.9614
H 2.3770 -3.1455 1.2435
H 9.8731 -0.5503 -0.7143
H -6.8346 5.0956 1.8082
H -3.2492 -1.4067 -3.2321
H 8.0869 -6.2487 4.0956
H -5.8369 5.7291 3.1326
H -2.4903 2.5566 -1.1798
H 5.0585 -6.1500 3.5624
H -4.1591 -1.1763 6.0698
H 1.2569 -1.2156 -0.8535
H 1.4002 -2.2091 2.9356
H 2.7257 -2.4374 4.0161
H -2.6979 -1.7755 -6.3880
H 8.6761 -0.7390 1.4164
H -0.6839 -2.4314 -7.6340
H -4.8723 4.0757 0.7240
H -3.6435 0.4898 4.1192
H -0.4457 2.8285 -0.1434
H -6.4504 -0.5555 6.6827
H 0.4725 -2.4013 -1.7268
H -1.7305 -2.2748 -1.9251
H -4.1337 2.8421 -6.5444
H -0.9812 -4.1522 -7.3189
H -1.3695 1.1321 -3.5172
H -1.5515 1.5145 1.7189
H 3.8108 6.3482 0.5646
*
```